1.
Here is 14 unconnected molecules or ions with the total composition C5H40N2O14 at a distorted geometry from the Open Molecules 2025 dataset. Energies are from ωB97M-V with the def2-TZVPD basis set.

Computed properties:
Energy relative to the best compared isomer or geometry (same formula, charge and spin) in kcal/mol: 97.9

XYZ file:
```
61
Properties=species:S:1:pos:R:3:forces:R:3
C 1.2073 -2.1498 -2.1478 -0.1 -0.8 -1.5
O 1.6362 -3.4757 -1.8412 0.1 -0.2 0.2
C 1.6540 -1.0760 -1.1522 -1.2 -0.5 0.2
C 0.4109 -0.4598 -0.5236 -1.7 1.7 -0.3
C 0.6553 0.5717 0.5790 -0.9 -0.6 0.7
C 1.1279 -0.0239 1.9288 1.2 1.2 -0.3
N 0.3600 0.4617 3.1007 0.1 -0.4 -0.1
N 2.5461 -0.1392 -1.7946 0.4 -0.1 1.2
H 1.4614 -1.8730 -3.2003 0.6 -0.1 0.7
H 0.1459 -2.3498 -2.3191 -0.3 0.8 0.9
H 2.0946 -1.5619 -0.2581 0.5 -0.2 -0.7
H -0.2836 -1.2241 -0.2003 0.9 -0.3 0.3
H -0.2608 0.0730 -1.2141 0.6 0.0 -0.7
H -0.2637 1.1109 0.8783 -0.1 -0.4 -0.8
H 1.2568 1.3632 0.1349 0.5 0.0 0.7
H 2.1619 0.3275 2.0145 0.1 -0.3 0.3
H 1.1715 -1.1108 1.9278 -0.3 -0.1 -0.2
H 1.0081 0.7646 3.8170 0.0 0.0 0.0
H -0.1748 1.2854 2.8590 0.2 0.0 -0.1
H 2.5914 -3.5310 -1.7513 0.1 0.2 0.0
H 2.3825 0.7949 -1.4628 0.2 0.4 -0.7
H 2.6898 -0.2505 -2.7793 -0.3 0.2 -0.1
H -0.9834 -3.7454 0.1065 0.0 0.1 0.2
H 0.4381 -3.4269 -0.1899 0.3 0.2 0.1
O -0.2922 -3.1154 0.3723 -0.4 -1.0 -0.2
H -2.7675 -2.9643 -0.0977 -0.3 0.0 -0.1
H -3.4142 -3.2440 -1.4432 0.2 0.0 0.0
O -2.9006 -3.6704 -0.7400 -0.1 0.0 0.0
H 3.8179 3.5804 1.0231 -0.1 0.1 0.2
H 3.5399 2.3695 0.2184 -0.3 0.0 -0.2
O 3.3705 2.7322 1.0930 0.3 -0.1 0.3
H -1.5532 3.0441 3.5654 0.1 0.3 0.4
H -1.5236 2.7500 2.1130 -0.1 0.4 -0.3
O -1.2014 3.4074 2.7481 -0.2 -0.6 -0.2
H -0.0677 -2.3909 3.8040 0.2 0.1 0.0
H -0.2457 -2.6722 2.3067 0.2 -0.3 -0.2
O -0.1804 -3.1064 3.1696 -0.4 0.3 0.2
H -1.8645 -1.0993 0.1790 0.2 0.0 0.4
H -2.8965 -0.3036 1.0757 0.5 -0.6 0.3
O -2.5844 -0.4696 0.1770 -1.0 0.8 -0.7
H -2.0164 1.4731 -4.5537 0.2 -0.3 0.1
H -2.4841 2.4300 -3.5245 0.1 -0.2 0.3
O -2.0451 1.5686 -3.5911 -0.4 0.5 -0.4
H -3.0613 1.8047 -0.1079 -0.2 0.1 -0.2
H -3.3164 3.3839 -0.1666 -0.3 -0.4 0.1
O -2.6924 2.6825 0.0463 0.4 0.1 0.1
H -0.2156 3.3011 -0.0249 -0.6 0.0 0.1
H -1.0206 2.9882 -1.3423 -0.1 -0.2 0.5
O -0.1585 3.1985 -0.9769 0.6 0.4 -0.4
H -2.5081 -0.4921 3.7507 0.2 0.1 0.2
H -2.1701 -1.8275 3.0962 0.1 -0.1 0.0
O -2.6263 -0.9901 2.9427 -0.3 -0.1 -0.2
H -3.3477 -0.5927 -3.1407 0.0 -0.2 0.1
H -3.5213 -0.6021 -1.6449 0.1 -0.2 0.4
O -3.6962 -1.1409 -2.4250 0.0 0.2 -0.3
H 2.4595 3.9145 -1.9789 -0.1 0.0 -0.1
H 1.5298 2.9666 -1.1792 0.4 0.4 -0.5
O 2.4602 3.1019 -1.4701 0.0 -0.4 0.0
H 4.4745 -0.8383 0.8378 -0.2 0.4 0.0
H 4.7740 -0.4342 -0.6516 -0.5 0.2 0.1
O 4.9119 -1.0982 0.0282 0.6 -0.7 -0.1
```
Positions in Å, forces in eV/Å.

Atom-resolved charges from Mulliken, all expressed in e: -1.1917 -0.6123 0.9499 -0.2235 2.4434 -0.6509 -0.4247 -0.3065 0.5043 0.2602 0.1444 -0.3235 0.4193 -0.6823 -1.1991 0.2179 0.2474 0.2726 0.1813 0.3286 0.1343 0.1947 0.2649 0.2220 -0.5186 0.2867 0.3378 -0.6981 0.3051 0.2580 -0.5906 0.3021 0.2946 -0.6381 0.3647 0.2489 -0.6627 -0.1856 0.1656 -0.2644 0.2833 0.2950 -0.5665 0.2683 0.2397 -0.5576 0.2678 0.2961 -0.6987 0.2795 0.3148 -0.6239 0.2952 0.2928 -0.6220 0.2852 0.4517 -0.6335 0.3002 0.2996 -0.6431



2.
Here is a molecular structure, C5H40N2O14 at a distorted geometry from the Open Molecules 2025 dataset. Energies are from ωB97M-V with the def2-TZVPD basis set.

Computed properties:
Total charge: +2
Energy relative to the best compared isomer or geometry (same formula, charge and spin) in kcal/mol: 158.0

XYZ file:
```
61
Properties=species:S:1:pos:R:3:forces:R:3
C 0.5694 -0.6826 2.8883 2.0 -0.6 3.1
C -0.4332 -1.1616 1.8943 1.1 -1.6 -1.6
C -0.4270 -0.3243 0.6106 -1.6 -2.6 -0.7
C -1.0849 -0.8505 -0.4682 0.5 -0.2 3.0
N -1.4338 -0.1251 -1.5610 -0.4 0.5 -1.9
C -2.1425 -0.8002 -2.7020 -3.2 -0.1 1.9
N 2.0870 -0.5607 2.4045 -4.5 3.2 -4.4
H 0.2764 0.2373 3.3768 0.1 0.8 -0.6
H 0.7361 -1.2695 3.8830 -0.8 0.1 -2.1
H -0.2551 -2.2327 1.5155 0.0 1.3 1.0
H -1.3742 -1.2206 2.4401 -0.3 0.4 -0.2
H 0.1076 0.5673 0.5139 0.6 1.7 0.2
H -1.4458 -1.8680 -0.3532 -0.2 0.3 -0.3
H -0.6198 0.4171 -1.8272 -0.1 0.4 -0.7
H -2.1558 -0.1932 -3.5779 0.3 0.9 -0.3
H -3.3117 -1.0075 -2.4353 3.0 0.8 -0.2
H 2.1235 -1.0967 1.4726 0.5 0.6 2.1
H 2.4001 0.4485 2.2232 -0.6 -2.2 0.7
H 2.5254 -0.9928 3.1139 2.9 -1.8 2.6
H -3.7592 -2.0816 0.1393 -0.2 1.7 -0.5
H -4.5591 -0.7411 0.5600 1.8 -1.3 -2.3
O -3.9174 -1.1328 -0.1674 -1.8 -0.3 2.9
H -2.2859 1.2207 -0.8214 -0.8 1.7 -0.3
H -2.1316 2.9851 -0.9621 -2.0 -3.4 1.1
O -2.7609 2.1453 -0.5654 3.5 1.3 0.7
H -1.1077 2.8108 1.7965 -2.9 0.5 0.6
H 1.0147 3.8651 2.9730 -2.1 -1.6 0.2
O 0.3521 3.0732 2.9086 3.7 0.4 -1.3
H 0.6039 3.5424 0.2287 1.0 -0.7 0.5
H -0.1272 4.8631 0.2482 -0.1 -0.6 -0.4
O -0.1026 3.9933 -0.2042 -0.8 1.3 0.3
H 1.0379 2.4675 2.4440 -1.6 1.2 1.0
H 3.1562 1.7119 1.2013 -1.2 1.9 0.0
O 2.6537 2.5993 1.3678 2.1 -2.3 -0.9
H 2.0322 0.2726 -2.4965 -0.8 -3.8 -2.6
H 1.6854 -1.9224 -3.5605 -2.1 0.4 2.8
O 1.0857 -1.7570 -2.7032 4.7 0.5 -2.3
H 1.9263 -3.4204 0.9830 1.3 1.1 -0.9
H 2.7030 -2.1140 0.4159 -0.2 0.5 -2.1
O 2.7151 -2.8084 1.0358 -0.7 -1.9 2.4
H 0.1364 3.6182 -2.2525 1.2 1.2 0.3
H 2.5848 1.7228 -2.6625 -0.1 -0.5 -0.3
O 2.1685 1.0625 -2.0986 0.6 4.1 2.6
H 1.2571 -3.1222 -1.4449 0.3 1.1 -1.3
H 1.4178 -4.6866 -1.5270 -0.1 0.8 0.3
O 1.1846 -3.9228 -0.9637 -0.3 -2.2 1.0
H -3.0191 -4.1984 0.5900 -0.7 -0.9 -1.2
H -2.2052 -3.5388 1.5071 0.4 0.8 -2.5
O -2.3729 -3.5017 0.4846 0.1 -0.4 3.8
H 4.1903 -0.4835 -0.6223 -2.6 2.1 3.3
H 3.3453 3.1653 0.9725 -0.6 0.3 0.4
O 3.4467 0.0534 0.0271 4.2 -3.4 -1.5
H -2.5377 2.2518 0.6365 -0.3 0.8 -1.4
H -2.4550 2.3479 2.6154 0.4 0.7 -1.0
O -2.1759 2.8455 1.8002 2.3 -1.6 0.1
H 2.9627 0.3870 -0.7045 -1.5 1.4 -1.4
H -0.5134 2.8865 -3.4951 0.1 0.5 1.4
O -0.5482 3.0446 -2.5174 -1.7 -1.9 -1.9
H 0.2309 -2.0471 -2.9443 -2.2 -0.4 -0.8
H -1.8967 -2.7620 -2.5620 0.3 1.2 -0.7
O -1.5574 -1.9791 -3.0721 0.4 -2.7 0.3
```
Positions in Å, forces in eV/Å.

Atom-resolved charges from Mulliken, all expressed in e: -1.0815 -0.6134 -0.2941 -0.1117 -0.1730 -0.4450 0.2317 0.4505 0.4102 0.0945 0.4551 1.0211 -0.0296 0.2734 0.4116 0.2505 0.0368 0.0253 0.3732 0.3560 0.3053 -0.6020 0.4322 0.4382 -0.6454 0.3997 0.3609 -0.6785 0.3084 0.3083 -0.5862 0.3256 0.2385 -0.6319 0.2232 0.3127 -0.6435 0.3347 0.3147 -0.6338 0.2619 0.2678 -0.5740 0.3772 0.2764 -0.6042 0.2885 0.3083 -0.6323 0.3887 0.3278 -0.8301 0.5507 0.4025 -0.6181 0.4701 0.2756 -0.5551 0.3921 0.3224 -0.6186



3.
Here is 15 unconnected molecules or ions with the total composition C5H40NO14S at a distorted geometry from the Open Molecules 2025 dataset. Energies are from ωB97M-V with the def2-TZVPD basis set.

Computed properties:
Total charge: -1
Energy relative to the best compared isomer or geometry (same formula, charge and spin) in kcal/mol: 95.0

XYZ file:
```
61
Properties=species:S:1:pos:R:3:forces:R:3
C 0.7491 2.0607 -0.4614 -0.3 2.2 -0.2
N -0.4154 1.2032 -0.9262 0.8 1.3 2.8
C -0.0536 -0.2078 -1.1751 2.2 0.8 1.4
C -1.3668 -0.8300 -1.5288 -0.8 -1.6 0.5
S -1.2342 -2.3220 -2.4974 0.2 -1.1 -0.6
C 0.5969 -0.8541 0.1500 -2.5 -1.5 -1.9
C 0.1371 3.4644 0.1088 1.1 -2.3 -2.3
H 1.4086 1.6508 0.3296 -0.4 -0.2 -0.7
H 1.3986 2.4207 -1.3336 -0.9 -1.2 1.0
H -1.0736 1.1841 -0.0506 1.3 0.0 -2.1
H 0.8549 -0.2234 -1.9434 -2.4 -0.1 0.9
H -1.8914 -1.1698 -0.5912 0.5 0.7 -0.4
H -2.0713 -0.1565 -2.0146 0.4 0.2 -0.1
H 1.6259 -0.6264 0.1939 1.4 -0.3 -0.1
H 0.3562 -1.9645 0.1236 0.7 1.5 -0.3
H 0.1908 -0.5143 1.0923 -0.6 0.2 -0.5
H 0.1667 3.5921 1.1470 0.5 0.2 1.6
H 0.6192 4.2928 -0.3927 0.0 0.2 0.1
H -0.8681 3.3709 -0.2034 -1.3 0.6 -0.3
H -0.6229 0.4115 5.0071 -2.2 -1.2 -0.8
H 0.8364 0.4178 4.6712 0.0 0.0 -0.3
O 0.1726 0.8039 5.2374 2.1 1.5 1.6
H -3.3607 0.4278 0.4443 0.2 1.8 0.5
H -4.1602 1.4030 -0.3412 1.6 0.9 1.3
O -3.4160 1.4436 0.3536 -1.9 -2.8 -1.6
H -2.6032 2.7209 1.7367 -3.3 -0.5 -3.6
H -1.1908 3.0251 1.9931 2.4 1.0 -1.4
O -1.9772 2.7670 2.3679 0.8 -0.7 5.3
H 1.6076 0.4633 2.2291 1.4 0.1 -0.8
H 0.3870 1.3141 2.3593 -0.5 0.8 0.0
O 0.7649 0.4937 2.6426 -0.4 -0.5 1.3
H 1.5809 -2.0107 -3.3461 0.6 0.6 2.5
H 0.7203 -2.5293 -4.2596 -0.8 -0.1 -0.7
O 1.5641 -2.0726 -4.2693 0.2 -0.3 -1.8
H -2.3230 -3.5285 -0.7013 -0.5 0.0 -0.6
H -3.7061 -3.6358 -1.4021 1.1 0.0 1.6
O -3.2645 -3.7390 -0.5071 -0.6 0.2 -0.8
H 0.9141 -3.5192 1.3429 -7.6 -0.4 1.8
H 1.8368 -3.2022 0.2479 -0.2 0.5 -1.4
O 1.7433 -3.4685 1.1362 8.0 -0.5 -0.1
H -2.4716 1.6175 -1.6546 0.2 -0.1 -0.2
H -3.1489 1.6613 -3.0468 -0.2 -1.5 -2.1
O -2.9903 2.1371 -2.2781 -0.2 2.0 1.9
H -3.4159 -2.1268 1.1755 -0.4 0.6 0.0
H -3.2168 -1.0001 2.1883 2.0 0.9 2.4
O -3.7711 -1.2761 1.5217 -1.6 -1.5 -2.7
H 0.6685 -1.3520 3.4155 -1.4 -2.7 0.8
H -0.6837 -1.9652 3.2837 -1.3 0.0 -0.5
O 0.1359 -2.2183 3.6700 2.5 2.6 -0.4
H -0.6506 2.0756 -2.8624 1.3 0.2 -1.6
H 0.1459 1.4068 -4.0169 0.4 -2.0 -0.6
O -0.0804 2.2436 -3.6910 -1.5 1.8 2.1
H 4.7919 0.3948 -2.2335 1.2 0.0 0.5
H 3.5067 0.4811 -2.8601 -0.5 -0.6 0.5
O 3.9368 0.0047 -2.1226 -0.9 0.6 -0.9
H 4.0911 1.4926 2.1477 0.2 1.0 0.9
H 3.7478 0.5602 1.1754 -0.4 -0.6 -1.1
O 3.4490 1.4299 1.4463 0.2 -0.5 0.2
H 3.5756 -2.0166 -1.1536 -4.2 3.9 -5.5
H 3.7437 -3.4074 -0.4830 -0.5 -0.1 -0.4
O 4.0036 -2.4995 -0.5912 4.9 -3.7 5.8
```
Positions in Å, forces in eV/Å.

Atom-resolved charges from Mulliken, all expressed in e: 0.4473 0.2593 0.6953 0.1872 -0.7658 -0.5874 -1.5867 -0.4245 0.3080 -0.0508 -0.0700 -0.3429 0.0404 0.5173 -0.2852 0.0933 0.5449 0.3131 0.4224 0.2984 0.3265 -0.5897 0.3260 0.3268 -0.6699 0.3043 0.1223 -0.6664 0.3489 0.2722 -0.7940 0.1919 0.3699 -0.6114 0.2558 0.3382 -0.6863 0.3058 0.3888 -0.5671 0.1727 0.3608 -0.7226 0.3229 0.2880 -0.6641 0.3270 0.2926 -0.6463 0.3872 0.3116 -0.7076 0.2218 0.2807 -0.4912 0.2875 0.2901 -0.5826 0.2962 0.2832 -0.6143



4.
Here is 15 unconnected molecules or ions with the total composition C5H41N2O14 at a distorted geometry from the Open Molecules 2025 dataset. Energies are from ωB97M-V with the def2-TZVPD basis set.

Computed properties:
Total charge: +2
Energy relative to the best compared isomer or geometry (same formula, charge and spin) in kcal/mol: 0.0
⟨S²⟩: 0.77
Multiplicity: 2

XYZ file:
```
62
Properties=species:S:1:pos:R:3:forces:R:3
C 3.4171 -0.8151 0.6509 0.2 0.6 1.3
C 1.9749 -1.2784 0.6997 -0.9 -0.1 -0.5
C 1.1109 -0.3556 -0.2388 0.6 -0.7 0.4
C -0.2982 -0.1400 0.2299 0.2 2.1 -1.0
C -1.3581 -1.0311 0.1729 -1.9 -1.4 0.2
N -2.6053 -0.7203 0.5229 1.6 -0.5 -0.6
N -0.6325 1.2801 0.6056 0.7 -1.1 0.7
H 3.3968 0.2444 0.9697 0.3 -0.2 -0.6
H 3.8939 -0.9489 -0.3147 -0.1 0.2 -0.2
H 4.0725 -1.2525 1.4139 -0.3 -0.4 -0.3
H 1.8062 -2.2876 0.3072 0.4 -0.1 0.2
H 1.5471 -1.3045 1.7080 0.4 0.2 0.0
H 1.2556 -0.7943 -1.2473 -0.9 -0.1 0.5
H 1.5645 0.6099 -0.4494 0.1 -0.1 1.0
H -1.2550 -2.0664 -0.1863 0.6 0.5 0.0
H -3.3761 -1.3785 0.5142 0.3 -0.3 -0.2
H -2.8087 0.1613 1.0179 -0.4 0.6 0.5
H -0.2893 1.4597 1.5704 -0.8 -0.2 0.9
H 0.0071 1.9400 0.1387 -0.2 -0.3 -0.6
H -1.5994 1.6127 0.4234 0.2 -0.4 0.1
H 1.7972 2.6269 -0.1946 0.1 0.7 0.0
H 1.0124 3.8948 0.2757 0.3 0.0 0.1
O 1.3635 3.0454 0.5783 0.0 -0.2 -0.6
H -3.4464 -0.7361 -1.9271 -0.2 0.1 -0.6
H -3.5454 -0.4807 -3.4231 -0.1 -0.1 -0.1
O -3.4663 -1.1999 -2.7843 0.1 0.0 0.8
H -1.8003 1.2586 -1.6939 -0.4 0.8 -0.5
H -3.0734 2.2064 -1.8477 0.2 0.1 -0.2
O -2.6993 1.4681 -1.3615 0.1 -0.7 0.6
H 0.3663 -1.2750 3.7288 -0.2 -0.4 -0.6
H -0.7348 -2.2504 3.0176 0.7 0.1 -0.3
O -0.3713 -1.8918 3.8307 -0.3 -0.1 0.7
H 3.4226 -0.4467 -3.6186 0.2 -0.2 -0.4
H 2.1015 -0.1102 -4.4077 0.3 -0.2 0.1
O 2.5305 -0.1080 -3.5392 -0.5 0.6 0.4
H -1.2425 0.6259 4.3399 -0.4 -0.1 0.4
H -1.7103 -0.7711 4.1799 -0.3 0.1 0.4
O -2.0817 0.1190 4.3719 0.8 0.1 -0.4
H 2.3387 2.8563 -2.5654 0.3 0.1 -0.1
H 2.4348 1.2960 -2.4758 0.5 0.2 -0.2
O 2.1350 2.1094 -1.9916 2.7 0.5 -0.5
H 0.8978 1.7702 3.6636 -0.4 1.3 -0.1
H -0.7265 2.3709 3.4603 0.8 0.7 0.7
O -0.0356 1.7158 3.3371 -1.0 -1.7 -0.8
H -2.6153 0.7890 3.0410 -0.4 -0.3 0.1
H -4.0312 0.9200 2.4578 -0.2 0.3 0.0
O -3.1138 1.0912 2.2184 0.1 0.4 0.1
H -1.9891 -3.6106 -1.9564 0.0 -0.1 -0.1
H -1.1540 -4.6098 -1.1706 0.0 -0.4 0.1
O -1.1416 -3.7089 -1.4995 -0.4 0.3 0.0
H 0.5018 -3.1496 -3.0648 0.5 -0.3 0.4
H 1.4283 -2.9616 -1.8218 -0.2 -0.3 -0.3
O 1.2049 -2.5947 -2.6869 0.0 0.0 -0.2
H 0.8751 1.6600 -2.1187 -0.4 1.2 0.1
H 0.0162 0.4824 -2.1938 -1.2 0.6 0.0
O 0.0061 1.3820 -1.7813 -2.1 -1.7 -1.2
H 2.9388 2.7872 3.1198 -0.3 -0.3 -0.5
H 2.0348 1.9987 2.0270 0.7 1.0 0.8
O 2.3643 2.0237 2.9474 0.4 -0.6 0.2
H -0.0838 -1.4043 -2.9398 -0.4 0.0 -0.1
H -1.6805 -1.2925 -2.8981 0.3 0.2 -0.3
O -0.8513 -0.8309 -3.1414 0.5 -0.1 0.4
```
Positions in Å, forces in eV/Å.

Atom-resolved charges from Mulliken, all expressed in e: -1.2161 -0.1927 0.9820 0.1121 -1.0132 0.1653 0.5425 0.2228 0.3145 0.4180 0.3215 0.0566 -0.2939 -0.2264 0.7274 0.3208 0.1891 0.0562 0.2998 0.5366 0.4229 0.3047 -0.7385 0.3171 0.3414 -0.7109 0.4010 0.3140 -0.6649 0.3375 0.3236 -0.6792 0.2718 0.2938 -0.5719 0.4326 0.4435 -0.7613 0.3305 0.4067 -0.6296 0.3602 0.2767 -0.8670 0.4374 0.3149 -0.7259 0.3009 0.2571 -0.5745 0.3438 0.2895 -0.6481 0.5101 0.1385 -0.9051 0.3118 0.4267 -0.6941 0.3634 0.3362 -0.7600